No. 1
{
  "formula": "H34O17",
  "method": "the ωB97M-V functional and the def2-TZVPD basis",
  "symbols": ["O", "H", "H", "O", "H", "H", "O", "H", "H", "O", "H", "H", "O", "H", "H", "O", "H", "H", "O", "H", "H", "O", "H", "H", "O", "H", "H", "O", "H", "H", "O", "H", "H", "O", "H", "H", "O", "H", "H", "O", "H", "H", "O", "H", "H", "O", "H", "H", "O", "H", "H"],
  "xyz": [[-11.71483, 22.95589, -10.13475], [-11.48016, 23.71102, -10.69148], [-11.49590, 23.09745, -9.21575], [-11.83176, 20.28443, -10.88673], [-11.62132, 21.23199, -10.75867], [-12.71972, 20.22471, -11.21384], [-6.71054, 24.79223, -8.21047], [-6.95211, 24.02096, -7.71616], [-6.02505, 25.14996, -7.65577], [-8.38294, 23.04343, -6.68329], [-8.15713, 23.40247, -5.83196], [-7.73458, 22.47594, -7.04469], [-6.71432, 20.60291, -12.26003], [-6.62622, 21.26277, -11.58190], [-7.63527, 20.31815, -12.32086], [-10.16438, 20.04957, -8.53904], [-10.41034, 20.23196, -9.46337], [-9.21183, 19.93859, -8.54846], [-6.10019, 21.77707, -7.54095], [-5.26492, 22.17208, -7.78373], [-6.45092, 21.36887, -8.31086], [-8.67734, 22.52573, -9.72293], [-8.69824, 23.46984, -9.68799], [-9.01612, 22.24512, -10.60892], [-6.13359, 22.41654, -10.33441], [-7.01604, 22.53057, -10.04790], [-5.93826, 23.21858, -10.77501], [-9.05659, 25.17970, -10.19045], [-9.72185, 25.33782, -9.50086], [-9.45996, 25.42293, -11.04597], [-7.54021, 23.90653, -12.67538], [-7.13360, 24.41897, -11.91557], [-6.77715, 23.72079, -13.22905], [-9.02850, 19.32053, -11.48552], [-9.12913, 18.59810, -12.13742], [-9.81955, 19.83743, -11.69641], [-10.64929, 25.09954, -8.09772], [-11.43045, 25.41577, -8.56765], [-10.63875, 25.56645, -7.27739], [-6.30500, 25.12584, -10.79560], [-6.62222, 25.12137, -9.92550], [-5.38706, 25.13260, -10.55904], [-7.52330, 19.73205, -9.24273], [-7.92924, 19.72110, -10.11149], [-7.74185, 18.85128, -8.90786], [-11.15367, 22.37154, -7.43735], [-10.62122, 21.67343, -7.82791], [-10.58658, 23.02444, -7.00683], [-9.34929, 21.94642, -12.28883], [-10.09037, 22.48337, -12.53463], [-8.58140, 22.49850, -12.56993]],
  "lowdin_charge": [-0.043, 0.048, -0.003, -0.050, 0.006, 0.046, -0.016, -0.003, 0.065, -0.021, 0.059, -0.024, -0.067, -0.043, -0.015, -0.048, 0.007, -0.004, -0.028, 0.057, -0.013, -0.048, -0.010, 0.026, -0.027, -0.041, 0.001, -0.052, -0.001, 0.079, -0.075, 0.000, 0.065, -0.064, 0.100, 0.026, -0.015, 0.078, 0.068, -0.027, -0.027, 0.079, -0.042, -0.005, 0.074, -0.077, -0.015, 0.005, -0.061, 0.050, 0.028],
  "energy_ev": -35361.01342,
  "spin_multiplicity": 1,
  "gap_ev": 9.64,
  "de_lowest_kj_mol": 96.3
}


No. 2
{
  "formula": "H34O17Tl",
  "method": "the ωB97M-V functional and the def2-TZVPD basis",
  "symbols": ["Tl", "O", "H", "H", "O", "H", "H", "O", "H", "H", "O", "H", "H", "O", "H", "H", "O", "H", "H", "O", "H", "H", "O", "H", "H", "O", "H", "H", "O", "H", "H", "O", "H", "H", "O", "H", "H", "O", "H", "H", "O", "H", "H", "O", "H", "H", "O", "H", "H", "O", "H", "H"],
  "xyz": [[-0.07518, -0.17253, -0.39303], [-2.58925, -1.50728, -1.09610], [-2.53085, -2.45925, -1.17709], [-3.50248, -1.30472, -1.29912], [0.51110, 1.11962, 2.32149], [-0.04303, 1.22749, 3.09449], [1.31168, 1.60062, 2.53109], [-2.42932, -4.25254, 0.71734], [-3.32567, -4.12842, 1.02942], [-2.28228, -5.19637, 0.77897], [-1.08332, -2.09490, 1.79813], [-1.57083, -1.96848, 2.61213], [-1.35872, -2.95641, 1.48479], [2.16535, -1.45816, 1.00770], [1.99496, -1.78243, 1.89203], [3.05729, -1.11293, 1.04639], [4.46620, -0.37098, 1.40981], [4.51737, -0.79826, 2.26482], [4.78710, 0.51724, 1.56582], [-0.57745, -1.68485, -3.11814], [-0.14584, -1.12926, -3.76720], [-1.46018, -1.81667, -3.46405], [0.08797, -3.12519, -0.67381], [-0.38938, -3.89924, -0.37511], [0.61721, -3.43794, -1.40752], [2.62537, 1.09010, 0.02108], [3.05081, 1.94568, -0.03561], [3.21958, 0.56142, 0.55367], [-2.23828, 0.98615, -1.93876], [-2.82898, 0.23487, -1.88513], [-2.65237, 1.57229, -2.57215], [2.20127, -1.22592, -2.42813], [1.81581, -1.82659, -3.06597], [3.13191, -1.20407, -2.65096], [2.78526, 3.78621, -0.70687], [2.61676, 4.66910, -0.37774], [3.68593, 3.81815, -1.02938], [-0.92622, 4.82977, 1.31894], [-0.79357, 4.01317, 1.80040], [-1.40101, 4.56872, 0.52985], [0.45052, 1.21681, -3.09212], [1.27485, 1.41872, -3.53477], [-0.18627, 1.81214, -3.48748], [-2.84061, -0.63269, 3.70995], [-3.60307, -1.11180, 4.03452], [-2.25276, -0.57832, 4.46342], [0.14362, 2.76999, -0.57396], [-0.28287, 3.38705, -1.16858], [1.00087, 3.15844, -0.39939], [-2.34650, 1.01472, 1.12399], [-2.67398, 0.50120, 1.86242], [-3.12852, 1.41648, 0.74548]],
  "lowdin_charge": [1.613, -0.065, 0.057, 0.082, -0.045, 0.063, 0.061, -0.018, 0.081, 0.086, -0.033, 0.030, -0.004, 0.004, 0.082, -0.014, -0.001, 0.104, 0.098, -0.024, 0.050, 0.073, -0.036, 0.048, 0.066, -0.051, 0.028, -0.014, -0.051, 0.013, 0.089, -0.038, 0.038, 0.076, -0.025, 0.085, 0.083, 0.002, 0.024, 0.026, -0.059, 0.074, 0.058, -0.020, 0.075, 0.068, -0.018, 0.076, 0.014, -0.011, 0.025, 0.076],
  "energy_ev": -40022.22253,
  "spin_multiplicity": 1,
  "charge": 3,
  "gap_ev": 3.26,
  "de_lowest_kj_mol": 24.7
}